{"formula": "C33H101N3O19", "method": "the ωB97M-V functional and the def2-TZVPD basis", "elements": ["O", "O", "O", "O", "O", "O", "O", "O", "O", "O", "O", "O", "O", "O", "O", "O", "O", "O", "O", "N", "N", "N", "C", "C", "C", "C", "C", "C", "C", "C", "C", "C", "C", "C", "C", "C", "C", "C", "C", "C", "C", "C", "C", "C", "C", "C", "C", "C", "C", "C", "C", "C", "C", "C", "C", "H", "H", "H", "H", "H", "H", "H", "H", "H", "H", "H", "H", "H", "H", "H", "H", "H", "H", "H", "H", "H", "H", "H", "H", "H", "H", "H", "H", "H", "H", "H", "H", "H", "H", "H", "H", "H", "H", "H", "H", "H", "H", "H", "H", "H", "H", "H", "H", "H", "H", "H", "H", "H", "H", "H", "H", "H", "H", "H", "H", "H", "H", "H", "H", "H", "H", "H", "H", "H", "H", "H", "H", "H", "H", "H", "H", "H", "H", "H", "H", "H", "H", "H", "H", "H", "H", "H", "H", "H", "H", "H", "H", "H", "H", "H", "H", "H", "H", "H", "H", "H"], "positions_angstrom": [[3.23379, -5.15894, 0.00637], [0.06540, -0.33041, -4.13133], [6.44253, -3.44154, 2.34034], [4.55124, -3.04068, -1.14839], [2.30068, 3.98816, 5.52727], [2.85568, -6.05882, 2.39305], [2.26703, 1.39383, -2.51461], [0.82944, -1.71033, 4.12646], [6.37089, -1.64357, 0.12916], [5.70531, 1.22829, 1.15756], [0.18201, -4.92591, 2.44837], [-1.25620, -1.27727, 7.37283], [0.38336, 0.81299, 6.42183], [4.50093, -4.50977, 3.92080], [0.74599, -2.63436, -2.83122], [-2.41147, 3.80457, -3.56621], [-5.43476, -6.27520, 2.94854], [-7.54818, -2.22773, 0.45717], [-0.22538, -4.32796, -0.43063], [0.53384, -1.58520, 2.64387], [2.72629, 2.64410, -2.71273], [-3.53959, 3.16803, -2.97404], [-3.05911, 1.07130, -4.19495], [-1.13449, -0.99589, 0.96534], [-5.91014, 1.54190, -2.53094], [-5.10800, 3.62057, -4.93229], [2.77309, -2.26262, 2.00703], [2.34768, 3.66512, -1.68837], [5.27137, 2.37407, -2.78225], [-1.94106, -1.76925, 3.17999], [-4.65600, -6.45595, 1.89356], [1.65770, 3.47691, 4.33448], [4.13621, 4.22756, -3.97059], [-0.01473, -0.51502, -0.00243], [2.68239, 5.09328, -2.08816], [-0.81171, -0.95505, 2.47385], [0.15514, 3.80858, 4.30429], [-5.13998, -2.12187, 0.53171], [2.29627, 0.14319, 2.05689], [-6.38236, -2.83710, 0.02110], [-4.56186, 1.01557, -2.07544], [-3.31323, -5.65909, 2.03415], [-2.06824, 1.52708, -1.89381], [2.90869, 3.36028, -0.26465], [4.02680, 5.28499, -2.84119], [1.28149, -1.34436, 0.29721], [-5.97860, 3.09477, -2.54906], [0.80299, 3.62510, -1.70415], [-4.92640, 5.25159, -2.88663], [-0.94394, 0.46847, 3.02941], [3.92641, 1.82888, -4.80277], [3.93657, 2.74058, -3.51242], [1.69165, -1.22193, 1.83977], [-4.82917, 3.79958, -3.40152], [-3.35178, 1.70487, -2.84265], [-5.95850, 5.56485, -2.72937], [0.19255, 0.52830, 0.23550], [3.76968, 0.76419, -4.62963], [6.36058, 0.83736, 0.57960], [2.63506, 5.73796, -1.21053], [3.26076, 0.19752, 1.55202], [0.16381, -2.02506, -3.28516], [3.30639, 4.38813, -4.65888], [-0.12832, 1.41325, 6.96415], [-3.69764, 1.36183, -5.02919], [1.27598, 0.88596, 6.75966], [-5.56850, 2.65018, -5.11774], [-1.95340, 0.85257, 2.88260], [-2.04999, 1.29271, -4.54247], [-6.33767, -3.82902, 0.47078], [-0.32363, 3.54621, 3.36087], [3.33876, -6.88419, 2.43337], [-1.91024, -0.24024, 0.84162], [3.97546, 3.13732, -0.28443], [-2.44254, 3.46944, -4.46527], [-1.39479, -1.99362, 0.61198], [-3.61180, -4.65355, 2.33053], [-6.31767, -6.38093, 2.58675], [0.36272, 4.47361, -1.18042], [-1.77381, -1.82140, 4.25582], [3.23465, 2.11011, -5.59680], [3.16533, 3.57219, 5.49644], [1.80903, 1.04548, 1.68733], [-0.82711, -0.62825, 6.81525], [1.59938, -2.20086, -2.83778], [-0.04319, -5.20808, 1.56186], [5.89629, 2.16603, 1.13726], [-5.86820, 4.35456, -5.19962], [6.02482, -2.11068, -0.63128], [-2.68885, -6.00376, 2.85844], [-0.21468, 1.05857, 2.47437], [2.89047, 0.95417, -1.93183], [1.19565, -2.34507, -0.12624], [2.45359, 2.47580, 0.18108], [2.50300, 0.29244, 3.11665], [-4.41430, 1.03255, -0.99561], [4.81805, 5.24673, -2.09248], [-0.06272, 0.48100, -3.63997], [-1.16564, -2.10167, 6.89492], [-0.70905, 0.49428, 4.09349], [5.67390, -3.99964, 2.45848], [0.32851, 3.54222, -2.68195], [-4.54734, 5.32385, -1.86722], [-5.23997, -1.03853, 0.59852], [-1.90133, -2.77403, 2.75935], [-4.20376, 3.69158, -5.53677], [-0.26076, -3.53424, -0.96448], [3.96871, -3.55488, -0.58939], [6.14446, 2.22494, -3.41752], [3.99126, -4.04330, 4.58328], [-0.24028, -0.52675, -1.06878], [0.95109, -0.79336, 4.38331], [-8.18659, -2.91732, 0.65337], [-4.56284, -0.04897, -2.30965], [5.89272, -2.00916, 0.87342], [4.99697, 4.31663, -4.63336], [3.09619, -5.43458, 0.91264], [5.58803, 3.14456, -2.07928], [3.98113, -2.69439, -1.83490], [-2.23701, 2.14865, -1.01445], [2.25683, -3.22076, 1.94753], [-5.18919, -6.17760, 0.98453], [2.68740, 4.22615, 0.35937], [-2.88921, -1.27284, 2.97337], [5.20701, 1.49881, -2.13581], [0.06570, 4.88720, 4.43345], [2.49151, -5.52814, -0.47210], [-1.14260, 1.83980, -2.37703], [0.49014, 2.76840, -1.10725], [-0.44802, 3.36358, 5.09566], [-4.95202, -2.38340, 1.57304], [-2.08010, 0.53100, -1.45132], [-4.46463, 5.98966, -3.54247], [3.86677, -5.08247, 3.48942], [2.10786, 3.81094, 3.39967], [7.18604, -4.04152, 2.39891], [-2.92504, -0.01034, -4.18133], [-6.12942, 3.25470, -1.48146], [0.94127, -0.24695, -4.50830], [0.32524, -3.98266, 2.37088], [1.96086, 5.38370, -2.85179], [1.80535, 2.39918, 4.26511], [3.87095, 6.29518, -3.21978], [-4.19783, -2.24171, -0.00318], [-5.98443, 1.12494, -3.53529], [2.01267, -0.85989, -0.34991], [-6.97063, 3.20614, -2.98677], [-6.40827, -2.82946, -1.06857], [3.57241, -2.24311, 1.26621], [1.93755, -6.31336, 2.48518], [4.86208, 1.81063, -5.36159], [3.20843, -2.27793, 3.00620], [-0.02034, -5.02635, -1.05227], [-2.78520, -5.66031, 1.08059], [-4.55725, -7.53410, 1.76735], [-6.75656, 1.08206, -2.02082]], "atomic_forces_ev_per_a": [[0.2403, 0.3462, -1.1163], [-0.3264, -0.2414, -0.2556], [0.2243, 0.2696, -0.3071], [0.0501, 0.3566, -0.7682], [-0.5291, -0.3607, -1.0843], [0.2597, -0.5168, 0.3237], [-0.6524, -1.4760, 0.3980], [-0.0901, 0.2647, -2.5313], [0.7304, 1.0786, -0.0893], [-0.3341, 0.2122, 0.1224], [0.1416, -0.9281, 0.4259], [-0.3917, -0.1994, 0.3116], [-0.0384, -0.0606, -0.3949], [0.3639, -0.0501, 0.2630], [0.0521, -0.9488, 0.5077], [-0.8377, -0.5287, 0.2220], [-2.8173, 1.0481, 3.0003], [-1.1166, 0.7992, 0.7862], [-0.1587, -0.4496, 0.4819], [-1.3414, -1.1640, 1.8930], [0.9046, 3.1469, -1.5039], [-0.9351, 0.7096, 1.2974], [0.8528, -0.5900, -0.6599], [0.7163, 1.0748, -1.1550], [0.9455, 0.0338, -1.0142], [-0.5852, 0.1106, 1.2603], [-0.2092, -1.1262, 1.0385], [-0.8679, -0.9714, 0.0607], [-0.0657, -0.1036, 1.0683], [1.3646, -0.1758, -0.4770], [3.0971, -0.6343, -2.7858], [-0.8730, -0.6291, -0.0026], [-1.2304, -0.1513, 0.0608], [0.9824, -0.6996, 1.7738], [1.0735, -0.6078, -1.6309], [-0.3175, -0.4305, 0.0679], [0.5297, 0.5546, 0.3600], [0.2745, 0.9201, 0.8657], [0.7915, 0.8436, 0.2701], [1.3381, -0.2075, -0.2099], [0.4742, 0.2721, -0.4535], [-1.4564, -0.5941, 0.0453], [-1.8577, 0.1849, -0.2888], [-0.3426, -0.1830, -0.7266], [-0.9047, -0.6749, 0.5226], [-1.2099, 1.6014, -0.0343], [-0.3849, -2.6776, -0.7013], [-0.1754, -0.5827, 1.4913], [0.2382, 0.1828, -0.1924], [0.9846, -0.1873, -0.5652], [-0.3449, 0.0220, -0.1236], [2.2435, 0.1482, -0.8012], [0.0813, 0.1050, -2.4023], [-0.7452, -1.0962, 1.3849], [0.8080, -0.0849, 1.1885], [-0.2873, -0.2261, -0.5718], [0.1305, 0.2134, -0.0808], [-0.2674, 0.0302, 0.5410], [0.1833, -0.6150, -0.1923], [-0.1977, 0.0249, -0.1533], [0.2385, -0.2428, 0.1060], [-0.1896, 0.5823, -0.3028], [-0.3327, 0.3217, -0.0275], [-0.1646, 0.2984, 0.1487], [-0.3872, -0.1691, 0.2727], [0.2801, -0.0305, 0.1320], [0.1510, -0.1075, 0.0163], [0.0776, 0.0145, -0.0530], [0.1943, 0.7020, 0.0750], [0.0791, -0.4406, -0.6355], [0.2857, -0.0816, -0.1005], [0.3515, -0.3685, -0.0023], [-0.7460, -0.5594, -0.1297], [0.1105, 0.3501, -0.0366], [0.4282, 0.1116, -0.6267], [-0.5335, -0.0669, 0.4170], [0.1150, 0.2199, -0.3414], [-0.3635, 0.0424, 0.8135], [0.1345, 0.2643, -0.0572], [-0.0482, 0.0467, -0.0523], [-0.5937, 0.3209, 0.3827], [0.2478, 0.1775, 0.3106], [-0.7085, -0.2838, 0.0638], [0.4034, 0.2031, -0.1797], [0.0941, 0.1395, 0.0447], [-0.2541, 0.2766, -0.3961], [0.0408, 0.2651, 0.0735], [0.2722, 0.1802, -0.3867], [-0.2796, -0.1949, -0.0221], [0.0297, -0.3523, -0.2141], [-0.1823, 0.5847, 0.2450], [0.2749, -0.4405, 0.5544], [-0.0669, -0.2494, 0.7422], [-0.2134, 0.0177, -0.0586], [0.0566, 0.0827, 0.1605], [0.0652, 0.5676, 0.1039], [0.4107, 0.0921, -0.3795], [0.0262, 0.3150, 0.3152], [-0.0005, -0.2398, -0.0925], [0.0009, 0.0970, 0.0043], [-0.3379, -0.0581, 0.5306], [0.4417, 0.1657, -0.1076], [0.5833, -0.1384, -0.1920], [-0.5223, 0.1824, -0.3635], [-0.3755, -0.1419, 0.1681], [-0.1414, 0.3387, -0.0381], [0.1649, 0.3516, -0.4053], [-0.3195, -0.7932, 0.4211], [-0.3179, -0.0395, -0.3968], [-0.0309, 0.2237, 0.1522], [-0.3450, -0.3515, 0.1516], [0.0840, 0.4040, 0.4096], [-0.0941, 0.1786, -0.0009], [0.3968, -0.1323, -0.1312], [0.1917, -0.2731, 0.2973], [0.4030, -0.0588, 0.4821], [-0.1067, -0.0596, 0.7101], [-0.2151, 0.3343, -0.0028], [-0.0398, 0.0735, -0.1737], [0.0893, 0.4211, -0.1431], [0.2161, -0.2372, -0.2679], [0.2448, 0.5779, -0.4623], [0.1618, -0.1327, 0.2231], [-0.0295, -0.1811, -0.0281], [-0.2232, -0.4216, -0.1473], [-0.1117, 0.1216, -0.0952], [-0.1222, 0.0537, -0.2151], [-0.0870, -0.3123, 0.0800], [-0.1893, -0.2284, -0.1282], [0.3467, -0.2493, 0.1199], [0.0413, -0.3060, 0.0496], [0.3893, -0.2944, -0.6096], [0.2548, -0.0453, 0.1177], [-0.5396, -0.1894, -0.1406], [0.2455, 0.7147, 0.1003], [0.2283, -0.0063, -0.0774], [-0.7246, -0.2341, 0.3032], [0.7888, 1.3038, -0.0045], [0.3097, 0.1553, -0.1268], [0.0677, 0.7488, 0.0189], [-0.4330, 0.2308, 0.3293], [-0.1590, -0.3029, 0.3538], [0.9199, 0.0251, -0.3189], [-0.2279, -0.5980, -0.3174], [-0.2928, 0.2719, -0.4572], [0.7418, -0.0077, 0.4211], [0.0732, 1.0029, -0.3267], [0.2820, -0.5093, -0.1693], [-0.1835, 0.3594, -0.0411], [-0.8274, 0.4623, 0.2753], [0.4652, 0.5248, 0.5284], [0.1550, 0.3687, -0.0214], [-0.0221, -0.0757, -0.3223], [0.1655, 0.1150, 0.1724], [0.9929, -0.3838, -0.2578], [0.0851, 0.2245, 0.4277]], "e_homo_ev": -8.34, "spin_multiplicity": 1, "lumo_ev": 0.0, "mol_weight_g_mol": 844.17, "relative_energy_ev": 2.436, "energy_ev": -79226.31271, "homo_lumo_gap_ev": 8.33}